Entry 1:
This record from the OMol25 dataset describes a cluster of 8 separate species, C25H68BO9S2 in total at a distorted geometry. The level of theory is ωB97M-V/def2-TZVPD.

Summary:
* lowest unoccupied orbital energy: -2.773 eV
* charge: +1
* E: -2491.53043 Eh
* HOMO-LUMO gap: 0.320 hartree
* HOMO: -0.4223 Eh

Geometry as XYZ:
```
105
Properties=species:S:1:pos:R:3:lowdin_charge:R:1
C -0.938 0.559 1.053 -0.146
C 0.418 1.092 0.637 -0.488
S 1.660 -0.183 0.345 0.884
C 1.409 -1.190 1.794 -0.708
S 2.999 -1.535 2.575 1.158
B 3.513 0.173 3.275 -0.926
O 3.272 0.341 4.559 0.200
O 4.085 0.928 2.392 0.056
C 3.962 2.358 2.487 0.017
H -1.712 1.169 0.632 0.075
H -1.056 0.634 2.121 0.069
H -1.062 -0.460 0.743 0.059
H 0.791 1.807 1.342 0.061
H 0.328 1.552 -0.326 0.065
H 0.747 -0.710 2.485 0.055
H 0.988 -2.141 1.534 0.056
H 2.607 -2.216 3.645 0.006
H 2.895 1.208 4.805 0.098
H 2.933 2.653 2.387 0.093
H 4.340 2.737 3.423 0.106
H 4.518 2.795 1.688 0.070
C -3.372 -1.714 -2.926 -0.056
C -2.950 -0.552 -2.045 -0.487
C -3.250 0.789 -2.697 -0.056
O -1.552 -0.643 -1.727 -0.080
H -2.819 -1.689 -3.870 0.086
H -3.159 -2.664 -2.443 0.078
H -4.436 -1.681 -3.146 0.071
H -3.470 -0.614 -1.088 0.134
H -2.699 0.885 -3.636 0.082
H -2.944 1.613 -2.049 0.072
H -4.312 0.895 -2.912 0.084
H -1.066 -0.596 -2.559 0.087
C -0.617 2.754 6.579 -0.055
C 0.836 2.784 7.020 -0.471
C 1.255 4.154 7.520 -0.052
O 1.691 2.370 5.937 -0.078
H -0.780 3.459 5.759 0.083
H -0.892 1.760 6.226 0.078
H -1.280 3.026 7.399 0.087
H 0.996 2.045 7.803 0.143
H 1.146 4.899 6.727 0.085
H 2.299 4.148 7.830 0.083
H 0.643 4.465 8.366 0.087
H 1.589 2.997 5.209 0.090
C -7.744 -3.173 -3.173 -0.060
C -6.713 -4.273 -2.965 -0.494
C -7.355 -5.545 -2.435 -0.057
O -5.682 -3.830 -2.081 -0.071
H -8.223 -2.921 -2.223 0.080
H -7.270 -2.268 -3.556 0.072
H -8.518 -3.481 -3.875 0.081
H -6.211 -4.483 -3.910 0.137
H -7.820 -5.358 -1.465 0.080
H -6.604 -6.322 -2.296 0.080
H -8.119 -5.918 -3.118 0.081
H -6.090 -3.646 -1.225 0.067
C 3.580 -3.733 -2.790 -0.056
C 4.487 -2.514 -2.839 -0.491
C 5.388 -2.432 -1.615 -0.054
O 3.714 -1.320 -2.966 -0.067
H 2.923 -3.681 -1.915 0.076
H 2.947 -3.775 -3.675 0.081
H 4.156 -4.657 -2.731 0.082
H 5.102 -2.556 -3.737 0.140
H 4.781 -2.342 -0.707 0.067
H 6.031 -1.554 -1.671 0.078
H 6.015 -3.318 -1.522 0.083
H 3.159 -1.256 -2.180 0.046
C 6.249 5.224 -1.392 -0.053
C 6.150 3.917 -0.621 -0.488
C 6.815 2.771 -1.368 -0.050
O 4.778 3.604 -0.348 -0.080
H 5.738 5.133 -2.353 0.079
H 5.772 6.032 -0.839 0.081
H 7.288 5.496 -1.578 0.083
H 6.625 4.035 0.354 0.134
H 6.323 2.611 -2.330 0.071
H 6.736 1.844 -0.800 0.076
H 7.869 2.977 -1.552 0.084
H 4.346 3.511 -1.212 0.053
C 2.036 1.452 -4.211 -0.049
C 2.252 2.867 -3.693 -0.479
C 2.135 3.892 -4.809 -0.055
O 3.530 2.974 -3.048 -0.071
H 2.793 1.206 -4.960 0.090
H 2.126 0.721 -3.408 0.057
H 1.055 1.346 -4.672 0.081
H 1.521 3.095 -2.916 0.134
H 2.894 3.707 -5.574 0.086
H 2.292 4.899 -4.424 0.082
H 1.155 3.849 -5.283 0.083
H 4.203 2.770 -3.710 0.093
C -6.242 -2.181 1.926 -0.061
C -6.708 -3.600 2.220 -0.499
C -6.548 -3.948 3.692 -0.061
O -6.002 -4.537 1.404 -0.056
H -5.179 -2.075 2.165 0.077
H -6.368 -1.944 0.869 0.070
H -6.799 -1.450 2.512 0.081
H -7.755 -3.703 1.935 0.138
H -5.495 -3.893 3.981 0.080
H -6.891 -4.964 3.882 0.081
H -7.114 -3.266 4.326 0.081
H -5.066 -4.478 1.628 0.089
```


Entry 2:
This record from the OMol25 dataset describes a cluster of 11 separate species, C25H69FN23O12 in total at a distorted geometry. The level of theory is ωB97M-V/def2-TZVPD.

Summary:
* lowest unoccupied orbital energy: -3.521 eV
* charge: +1
* E: -3255.89574 Eh
* HOMO-LUMO gap: 0.265 hartree
* HOMO: -0.3942 Eh

Geometry as XYZ:
```
130
Properties=species:S:1:pos:R:3:lowdin_charge:R:1
C 5.608 -1.318 1.904 -0.128
C 4.944 -0.353 0.728 -0.248
C 5.616 1.143 0.729 -0.213
C 4.856 2.246 1.674 -0.201
C 3.262 2.462 1.335 -0.222
C 2.410 2.549 2.772 -0.200
C 2.477 1.045 3.420 -0.177
C 0.995 0.481 3.951 -0.115
C 0.017 0.112 2.691 -0.220
O 0.715 0.172 1.398 -0.153
C -0.053 -0.571 0.347 -0.042
C -1.668 -0.316 0.509 -0.211
O -2.404 -1.441 1.132 -0.042
C -2.752 -2.338 -0.015 -0.090
N -2.955 -3.150 -1.032 0.172
N -1.886 1.010 1.268 0.019
C -3.310 1.409 1.016 -0.195
C -4.223 1.765 2.317 -0.021
F -3.290 2.652 0.157 -0.062
C -1.433 0.947 2.701 -0.231
N -1.152 2.377 3.145 0.071
H 5.457 -2.450 1.558 0.050
H 6.767 -1.051 1.977 0.088
H 5.059 -1.189 2.951 0.043
H 5.253 -0.863 -0.305 0.115
H 3.774 -0.370 0.764 0.076
H 5.734 1.507 -0.385 0.097
H 6.718 1.017 1.171 0.112
H 5.015 2.041 2.826 0.116
H 5.385 3.292 1.455 0.116
H 2.805 1.586 0.665 0.087
H 3.058 3.453 0.712 0.107
H 2.926 3.389 3.406 0.117
H 1.341 2.922 2.476 0.080
H 3.150 1.131 4.399 0.115
H 2.990 0.242 2.722 0.109
H 1.259 -0.549 4.496 0.125
H 0.519 1.159 4.777 0.118
H -0.306 -1.028 2.835 0.162
H 0.253 -0.092 -0.699 0.164
H 0.243 -1.708 0.283 0.171
H -2.106 -0.182 -0.580 0.186
H -1.276 1.736 0.786 0.223
H -3.903 0.607 0.370 0.190
H -5.327 1.950 1.933 0.094
H -4.255 0.829 3.051 0.113
H -3.895 2.703 2.935 0.104
H -2.117 0.338 3.430 0.180
H -1.559 3.081 2.478 0.098
H -1.752 2.489 4.017 0.114
C -7.574 3.716 0.597 -0.706
O -7.449 3.349 1.755 -0.003
N -6.631 4.428 -0.046 0.165
N -8.665 3.441 -0.139 0.171
H -6.715 4.739 -0.999 0.107
H -5.793 4.656 0.473 0.110
H -9.400 2.906 0.307 0.104
H -8.786 3.734 -1.094 0.113
C 5.531 -5.000 -0.010 -0.710
O 5.129 -3.846 0.000 0.003
N 4.706 -6.056 -0.128 0.144
N 6.833 -5.317 0.096 0.167
H 5.017 -7.012 -0.139 0.096
H 3.716 -5.860 -0.210 0.106
H 7.488 -4.551 0.186 0.074
H 7.183 -6.261 0.089 0.102
C 4.384 -1.579 5.929 -0.711
O 4.817 -0.786 5.108 0.006
N 3.738 -1.192 7.044 0.151
N 4.514 -2.911 5.792 0.160
H 3.374 -1.830 7.731 0.098
H 3.619 -0.198 7.185 0.110
H 4.994 -3.245 4.966 0.115
H 4.164 -3.580 6.457 0.099
C 3.315 2.766 -2.716 -0.715
O 4.057 1.893 -2.295 0.029
N 3.723 3.713 -3.580 0.147
N 2.023 2.860 -2.352 0.162
H 3.126 4.440 -3.938 0.102
H 4.688 3.678 -3.879 0.124
H 1.676 2.167 -1.703 0.092
H 1.396 3.572 -2.688 0.091
C 0.349 3.183 -5.897 -0.717
O -0.246 3.794 -5.023 -0.003
N -0.243 2.787 -7.038 0.160
N 1.648 2.850 -5.796 0.177
H 0.230 2.283 -7.770 0.077
H -1.221 3.017 -7.154 0.111
H 2.131 3.130 -4.952 0.047
H 2.155 2.348 -6.505 0.081
C 2.453 1.535 -9.717 -0.714
O 2.578 1.168 -8.559 0.011
N 3.396 2.247 -10.359 0.159
N 1.362 1.260 -10.453 0.154
H 3.312 2.558 -11.312 0.103
H 4.234 2.476 -9.841 0.117
H 0.628 0.726 -10.007 0.112
H 1.241 1.554 -11.408 0.104
C -3.668 -7.089 -2.880 -0.725
O -3.831 -7.929 -3.752 0.026
N -3.780 -5.769 -3.112 0.147
N -3.363 -7.410 -1.610 0.145
H -3.650 -5.063 -2.407 0.041
H -4.009 -5.485 -4.056 0.113
H -3.269 -8.393 -1.393 0.113
H -3.225 -6.733 -0.878 0.090
C -9.406 -0.329 1.850 -0.721
O -10.364 -0.308 1.094 0.025
N -9.161 -1.353 2.687 0.154
N -8.508 0.671 1.913 0.156
H -8.377 -1.388 3.317 0.096
H -9.813 -2.127 2.671 0.118
H -8.655 1.461 1.299 0.051
H -7.712 0.672 2.529 0.090
C -12.016 3.209 4.239 -0.725
O -12.610 3.820 5.113 0.024
N -12.607 2.814 3.097 0.152
N -10.716 2.877 4.339 0.152
H -12.134 2.310 2.366 0.090
H -13.585 3.044 2.982 0.114
H -10.233 3.156 5.183 0.111
H -10.209 2.374 3.630 0.076
C 9.963 -4.448 -1.240 -0.709
O 9.368 -3.837 -0.366 0.014
N 9.371 -4.844 -2.382 0.157
N 11.262 -4.780 -1.139 0.154
H 9.844 -5.348 -3.113 0.100
H 8.393 -4.614 -2.497 0.111
H 11.745 -4.501 -0.295 0.115
H 11.769 -5.283 -1.848 0.100
```


Question: Among the records above, which one has the highest HOMO-LUMO gap?
Answer: C25H68BO9S2